DFT (ωB97M-V/def2-TZVPD) results for C27H25N7OPdS2 as an isolated structure.

Results
* molecular weight: 634.099 g mol⁻¹
* HOMO energy: -0.95 eV
* relative energy (zero: lowest compared OMol25 entry of this formula, charge and spin): 1.86 kcal per mole
* E_LUMO: 0.161 hartree
* total charge: -2
* HOMO-LUMO gap: 5.33 eV

Geometry as XYZ:
```
63
Properties=species:S:1:pos:R:3:lowdin_charge:R:1
Pd 1.0499 2.2055 -1.7310 0.1281
C 1.7701 -1.0526 1.8158 -0.0355
C 0.7670 -0.8727 0.7078 -0.2880
N 0.0606 0.1926 0.5735 0.0597
N 0.1598 1.0688 1.6480 -0.1029
C 0.1137 2.3255 1.4520 -1.1412
S 0.1823 3.3908 0.0854 0.3591
S -0.0617 3.3493 2.9481 0.7932
C -0.2242 2.1230 4.2722 -0.4603
C 1.0128 1.9582 5.1097 -0.2878
C 0.9597 2.0277 6.4973 -0.0663
C 2.1032 1.8492 7.2691 -0.1182
C 3.3185 1.5909 6.6561 -0.1235
C 3.3817 1.5186 5.2675 -0.0859
C 2.2437 1.7071 4.5028 -0.0471
C 0.5036 -2.0186 -0.1833 -0.1352
C -0.8162 -2.2785 -0.5453 -0.0720
C -1.1758 -3.3486 -1.3538 -0.1529
C -0.1595 -4.2048 -1.7965 -0.1621
C 1.1579 -3.9745 -1.4680 -0.0698
C 1.5807 -2.8442 -0.6835 -0.4673
O 2.8070 -2.5803 -0.5084 -0.1179
H 2.4573 -0.2076 1.8597 0.0679
H 1.2362 -1.0845 2.7721 0.0741
H 2.3431 -1.9606 1.6559 0.0589
H -1.0734 2.3985 4.8996 0.0599
H -0.4516 1.1895 3.7479 0.0671
H 0.0088 2.2265 6.9807 0.0991
H 2.0401 1.9120 8.3496 0.0868
H 4.2123 1.4474 7.2518 0.0861
H 4.3260 1.3135 4.7780 0.0988
H 2.2866 1.6642 3.4215 0.0982
H -1.5797 -1.6063 -0.1656 0.0896
H -2.2118 -3.5266 -1.6161 0.0709
H -0.4132 -5.0607 -2.4178 0.0801
H 1.9482 -4.6191 -1.8405 0.0864
C 0.4237 2.3195 -4.8140 -0.0684
C 0.7613 1.1463 -3.9517 -0.4545
N 1.8946 1.0045 -3.2689 -0.0369
C 1.8963 -0.3157 -2.8184 -0.1241
C 0.8145 -0.9774 -3.2883 -0.0424
N 0.0974 -0.0529 -4.0336 -0.0379
C -1.1279 -0.3054 -4.7212 -0.0829
N -2.2162 -0.7279 -3.8567 -0.0489
N -3.0509 -1.6837 -4.3044 0.0262
N -3.9823 -1.8813 -3.4444 0.0432
C -3.7550 -1.0492 -2.3713 -0.2686
C -4.4464 -0.9098 -1.1619 -0.0446
C -3.9607 0.0154 -0.2676 -0.0962
C -2.8161 0.7930 -0.5517 -0.0863
C -2.1259 0.6664 -1.7324 -0.0146
C -2.6197 -0.2809 -2.6322 -0.1662
H 1.1205 3.1137 -4.5602 0.0611
H -0.5839 2.6927 -4.6280 0.0658
H 0.5172 2.0737 -5.8809 0.0701
H 2.6605 -0.6943 -2.1573 0.0942
H 0.4518 -1.9788 -3.1211 0.1009
H -1.0178 -1.1140 -5.4439 0.1291
H -1.4128 0.6049 -5.2506 0.1236
H -5.3111 -1.5240 -0.9453 0.0975
H -4.4509 0.1408 0.6907 0.0928
H -2.4209 1.4799 0.1868 0.0888
H -1.2035 1.2256 -1.8837 0.0490
```